1.
Below is 8 unconnected molecules or ions with the total composition C37H82ClF4N8O10S3, with properties calculated with ωB97M-V/def2-TZVPD.

Each line ends with the Mulliken charge.
Element x y z (Å)
H1 -8.212580 -1.241062 -1.113955  0.40
H2 -1.367979 5.958795 -5.451611  -0.06
C1 -1.649386 -0.853245 2.389362  0.12
H3 -4.680045 0.893738 8.798880  0.35
H4 -0.880358 2.159466 -1.387093  0.20
H5 2.279358 9.557686 -6.923501  0.25
H6 4.314490 8.437161 -5.962728  0.39
H7 -2.979597 0.015377 -0.067676  0.40
H8 6.054400 -1.420568 -6.114837  0.28
N1 -2.388738 -1.573106 1.693165  -0.32
H9 0.900965 2.887152 -8.044730  0.34
H10 -5.267132 -3.254681 -0.763049  0.21
C2 1.844991 -2.257669 0.664781  1.35
H11 2.967724 0.396824 11.105122  0.27
H12 -4.327735 -3.207289 1.538687  0.05
N2 -3.694151 -4.963844 4.000267  -0.71
O1 -5.143390 -2.409903 -0.316685  -0.42
F1 2.397762 -6.741424 -2.551988  -0.33
H13 -3.772478 -2.980285 5.229493  0.22
C3 1.191853 3.164469 -7.028882  -1.15
H14 -3.357494 6.907732 -3.679174  0.27
H15 -1.980212 3.985137 -2.561111  0.40
H16 -0.892917 -4.411331 -2.860630  0.64
C4 -0.025703 3.252169 -6.127043  0.00
C5 -3.443044 -3.671100 3.340849  0.77
H17 -3.448386 -1.787855 4.155768  0.21
C6 -1.993674 -1.505090 -1.180141  -0.78
O2 -2.841385 6.195381 -4.067949  -0.49
H18 2.104832 2.604063 5.055354  0.37
C7 6.092456 -2.769953 -7.795663  -1.07
Cl1 2.263887 -0.333010 -2.305120  -0.15
H19 3.378690 6.971076 -5.701173  0.28
O3 -5.445174 -1.271005 6.316958  -0.48
H20 -5.391483 -2.048977 6.880994  0.27
C8 -2.092179 -0.054779 -0.703314  0.17
C9 -7.505301 -1.956463 -0.694295  -1.26
H21 0.040684 -1.529673 -2.919804  0.84
H22 1.347937 8.079204 -6.642785  0.25
C10 -1.935575 6.778688 -5.011058  0.11
H23 -4.963059 -2.449225 2.833064  0.34
H24 -4.514429 -4.834772 4.580481  0.35
H25 -3.966678 -5.620781 3.279076  0.29
O4 1.879163 9.077370 -4.956463  -0.51
H26 3.513570 2.766911 11.706479  0.36
H27 4.637008 1.261320 4.140653  0.27
C11 -2.202485 -3.929264 2.487519  -1.50
H28 1.536144 -0.738042 5.091213  0.25
C12 2.060190 -2.086405 -2.644327  0.53
H29 -3.476310 3.020534 -2.731756  0.33
H30 1.695237 -4.307535 1.258482  0.20
H31 3.693050 7.533820 -7.354045  0.31
H32 -4.426867 -0.858745 8.797268  0.33
C13 2.823404 -2.121481 1.849702  -1.15
O5 3.996618 1.327690 6.109832  -0.40
H33 3.776557 -2.079454 -3.961075  0.51
C14 2.723068 -2.337044 -3.997521  -1.74
O6 -2.306106 0.767535 -1.826260  -0.39
H34 0.922368 -1.781475 0.984240  -0.53
H35 2.267538 -1.663466 -0.135396  -0.23
H36 -7.725855 -2.088165 0.365393  0.29
N3 -4.627499 -3.345241 2.499890  -0.46
C15 0.530970 -4.153674 -0.609200  1.58
N4 -0.861224 -2.262875 -0.570397  1.10
H37 2.205237 0.621058 6.868327  0.45
C16 2.191176 8.670834 -6.287712  -0.09
H38 4.316222 2.311923 10.194123  0.33
H39 -2.512686 7.265209 -5.805909  0.27
H40 0.265332 3.547824 -5.119472  0.25
F2 1.580552 -6.251499 -0.245585  -0.37
H41 2.712256 2.861152 3.427626  0.51
C17 0.572025 -2.460611 -2.731193  -2.12
H42 -1.574256 8.590041 -3.882470  0.41
H43 -3.571412 0.146556 7.634734  0.21
H44 3.145973 -0.923439 4.442765  0.36
F3 -0.187566 -6.288195 -1.476730  -0.29
H45 -0.312276 8.205736 -5.059707  -0.03
H46 6.710094 -2.134488 -8.430965  0.34
C18 -4.519231 0.024453 8.160885  -0.97
H47 2.866232 3.305532 10.146153  0.26
H48 2.629049 -4.031861 -0.173740  0.89
H49 2.625132 -2.660556 -1.919553  0.27
C19 2.449974 -0.188610 4.850712  -0.49
O7 5.496010 -3.270974 -5.488120  -0.44
H50 -0.529711 2.281159 -6.067611  0.24
H51 -0.433532 7.293574 -3.550833  0.25
H52 1.691646 4.131964 -7.086594  0.28
H53 1.514079 1.402656 11.037991  0.26
H54 -6.607715 -0.266876 7.697318  0.27
H55 1.902634 2.423939 -6.658560  0.30
H56 -2.402364 -4.850795 1.940220  0.56
C20 1.702138 -3.745863 0.326116  -2.03
H57 2.334757 -2.395851 2.783504  0.47
O8 -1.225073 -3.828678 -2.168436  -0.83
H58 -1.999513 2.529994 -3.583402  0.17
H59 -1.876183 -1.444009 -2.255904  1.10
O9 2.247723 0.855345 9.224848  -0.45
H60 -1.226166 0.239381 -0.103812  -0.20
C21 3.469279 7.853955 -6.335278  -1.13
H61 3.472736 -0.547149 6.666777  0.39
H62 -5.735158 0.729571 6.525959  0.29
S1 1.103630 1.067510 1.496360  -0.06
C22 -1.192683 -3.155791 0.421056  -0.73
H63 4.649104 2.843967 4.866262  0.42
C23 -1.965925 2.134003 -1.507046  -0.09
O10 -0.951423 4.231863 -6.590336  -0.50
H64 -7.659635 -2.922013 -1.181368  0.33
C24 2.715298 2.169772 4.262020  -0.72
H65 5.727051 -4.189243 -5.658517  0.26
C25 2.199707 0.522630 2.568694  -0.41
H66 -1.340817 -4.141676 3.117777  0.31
H67 6.336483 -3.813194 -8.008776  0.33
S2 -0.983524 -0.088794 3.533965  -0.13
H68 -5.853374 -1.351542 -1.945815  0.29
C26 -2.393663 2.988202 -2.681070  -1.18
N5 -0.682104 -4.410594 0.244879  -0.57
C27 6.316178 -2.455619 -6.328966  -0.20
N6 2.087231 0.876118 3.910152  0.50
H69 3.642420 -2.826141 1.701607  0.55
C28 3.346116 2.477449 10.668411  -1.04
H70 3.103444 0.688220 8.817514  0.23
C29 1.782321 -5.539846 -2.467005  0.37
H71 -1.231070 3.979704 -7.475980  0.25
H72 -5.920076 -0.529411 -0.380771  0.30
C30 -1.006621 7.776543 -4.343442  -0.74
N7 -1.895718 -2.889462 1.487141  0.32
H73 5.045572 -2.620007 -8.061603  0.27
H74 7.365928 -2.606273 -6.060011  0.27
C31 -6.078429 -1.482106 -0.883457  -0.27
H75 2.256047 -1.759512 -4.790773  0.45
C32 -5.656748 -0.143013 7.171775  -0.29
H76 0.438028 -3.048254 -3.629557  0.61
F4 1.000273 -5.407965 -3.560794  -0.23
C33 2.998781 0.313836 6.190692  -0.84
H77 -2.483420 2.402492 -0.584327  0.31
C34 2.487544 1.230081 10.582533  -0.24
C35 0.908161 -5.548536 -1.190674  0.20
S3 3.570333 -0.468477 1.943435  -0.19
H78 -0.331173 -4.842088 1.096071  0.67
C36 -0.118495 -3.111254 -1.529111  0.57
N8 -3.226125 -2.737079 4.418339  -0.43
H79 -2.916412 -2.051276 -1.013097  -0.28
H80 2.611871 9.611865 -4.635741  0.30
H81 2.572906 -4.789900 -2.466645  0.20
H82 2.692508 -3.395884 -4.253013  0.25
C37 4.094781 1.908953 4.842201  -0.44

Forces on atoms 1 to 3 (eV/Å):
H 0.00 -0.01 -0.02
H -0.24 0.13 0.11
C -0.79 -0.89 1.04

Its total charge is +1. The orbital gap is 7.34 eV. The LUMO energy is -3.06 eV. The total energy is -4703.2359 a.u. The value obtained for the HOMO energy is -10.400 eV.

=====

2.
Below is 3 unconnected molecules or ions with the total composition C5H16O2, with properties calculated with ωB97M-V/def2-TZVPD.

Each line ends with the natural charge from an NBO analysis.
Element x y z (Å)
C1 -2.573860 0.628721 -0.571975  -0.64
H1 2.161369 0.274078 2.431400  0.21
H2 1.613566 -1.262307 1.681767  0.21
H3 -0.716241 -6.632207 -1.293936  0.49
H4 4.161689 4.826604 0.497108  0.47
H5 -3.109088 -0.305017 -0.926565  0.22
C2 -1.145839 0.799507 -0.906668  -0.42
H6 0.273877 1.525844 1.171342  0.20
H7 -2.837683 0.590907 0.496592  0.21
O1 -1.580259 -6.495650 -1.668933  -0.98
H8 0.432187 -0.477344 2.717761  0.19
H9 -0.881375 -0.886860 0.403228  0.20
H10 -3.265256 1.491469 -0.692293  0.22
H11 -2.336353 -6.209968 -1.166563  0.49
C3 1.320594 -0.255297 1.954269  -0.61
H12 0.422271 -0.592454 -1.034193  0.21
C4 -0.219639 -0.211514 -0.166002  -0.40
H13 1.427642 0.900913 0.136609  0.19
H14 -0.958718 0.844970 -2.027886  0.20
C5 0.675355 0.594812 0.879342  -0.41
O2 4.325869 4.581981 -0.421516  -0.93
H15 -0.631275 1.784732 -0.697135  0.20
H16 3.441176 4.484086 -0.795755  0.47

Forces on atoms 1 to 3 (eV/Å):
C -3.26 0.26 1.30
H -0.46 -0.35 0.09
H 0.28 0.06 -0.61

The orbital gap is 11.22 eV. The LUMO energy is 0.67 eV. The total energy is -350.5066 a.u. The value obtained for the HOMO energy is -10.545 eV. Its energy above the lowest of the compared OMol25 structures with the same formula, charge and spin is 2.060 eV. The SMILES is CCCCC.O.O.